{
  "formula": "C20H42F9O10Y",
  "method": "the ωB97M-V functional and the def2-TZVPD basis",
  "elements": ["Y", "C", "O", "O", "C", "F", "F", "F", "C", "C", "H", "H", "H", "H", "H", "H", "C", "O", "O", "C", "F", "F", "F", "C", "C", "H", "H", "H", "H", "H", "H", "C", "O", "O", "C", "F", "F", "F", "C", "C", "H", "H", "H", "H", "H", "H", "C", "C", "O", "H", "H", "H", "H", "H", "H", "C", "C", "O", "H", "H", "H", "H", "H", "H", "C", "C", "O", "H", "H", "H", "H", "H", "H", "C", "C", "O", "H", "H", "H", "H", "H", "H"],
  "xyz": [[0.2202, 0.7845, -0.5327], [2.2237, -2.0537, -1.8171], [2.2799, -2.8302, -0.5875], [1.7566, -0.8539, -1.3775], [3.5087, -2.1001, -2.6995], [4.6221, -1.8408, -1.9790], [3.6013, -3.2720, -3.3144], [3.4565, -1.1058, -3.5918], [2.7275, -4.1818, -0.7525], [2.8376, -4.7027, 0.6853], [1.8083, -4.7592, 1.0514], [3.3281, -5.6742, 0.7412], [3.3316, -4.0187, 1.3753], [3.7081, -4.3096, -1.2145], [2.0515, -4.8612, -1.2788], [1.4007, -2.4955, -2.3984], [-2.9522, -0.9373, -1.2847], [-3.4619, -0.8033, 0.0556], [-1.7430, -0.3270, -1.2738], [-3.1015, -2.3443, -1.8647], [-3.5237, -2.2711, -3.1428], [-1.9475, -3.0447, -1.8676], [-3.9811, -3.1133, -1.2077], [-4.8708, -0.8253, 0.2380], [-5.0633, -0.8499, 1.7324], [-4.5536, -1.7314, 2.1222], [-4.6000, 0.0589, 2.1268], [-6.0919, -0.8037, 2.0890], [-5.4717, -1.5897, -0.2623], [-5.3529, 0.0811, -0.1612], [-3.5839, -0.2702, -1.8970], [2.5671, 2.5899, 0.8561], [2.2868, 1.4550, 1.6364], [1.4817, 2.6863, 0.0363], [2.8364, 3.8493, 1.7160], [4.1269, 3.8843, 2.0859], [2.4776, 4.9919, 1.1634], [2.1698, 3.7686, 2.8972], [3.3550, 0.9438, 2.4332], [2.8292, -0.2680, 3.2000], [3.4736, -0.5091, 4.0418], [1.8914, 0.0434, 3.6791], [2.4937, -1.0436, 2.5164], [3.7921, 1.6519, 3.1381], [4.1870, 0.5973, 1.8116], [3.4205, 2.4762, 0.1690], [-0.6066, 2.3641, 3.0290], [-1.7857, 1.5228, 2.5911], [-1.4420, 1.0575, 1.2579], [-0.2896, 3.0344, 2.2332], [0.2374, 1.7201, 3.2776], [-0.7924, 2.9084, 3.9571], [-2.6721, 2.1655, 2.5859], [-1.9762, 0.5954, 3.1337], [-2.0869, 0.3511, 1.0505], [-3.7011, 3.1778, -1.1776], [-2.3891, 3.0403, -1.9863], [-1.3155, 2.6666, -1.1210], [-3.7039, 4.1727, -0.7387], [-3.7317, 2.3636, -0.4490], [-4.5703, 2.9253, -1.7855], [-2.1001, 3.9959, -2.4345], [-2.5225, 2.3000, -2.7733], [-1.3396, 3.3751, -0.4617], [-1.0355, -2.9559, 1.3192], [-0.2016, -1.9273, 2.0353], [0.3553, -1.0386, 1.0433], [-0.3560, -3.5558, 0.7113], [-1.8284, -2.5972, 0.6665], [-1.6026, -3.5582, 2.0378], [0.6333, -2.4043, 2.5497], [-0.8074, -1.3769, 2.7544], [0.9554, -1.5590, 0.4794], [2.5471, 2.0201, -3.7103], [1.0281, 2.2050, -3.6856], [0.4596, 1.0852, -2.9773], [3.0263, 1.3206, -4.3928], [2.8649, 1.8129, -2.6894], [3.0048, 2.9735, -4.0038], [0.5631, 2.3012, -4.6720], [0.7035, 3.1009, -3.1550], [0.5260, 0.3461, -3.5915]],
  "forces_ev_per_a": [[0.076, -0.881, -0.558], [-2.763, 0.741, 1.683], [1.199, -0.961, -1.637], [0.467, 1.038, -0.269], [-0.501, 1.574, 1.955], [0.010, -0.731, -0.118], [0.433, -0.075, -0.441], [-0.227, -0.246, -0.741], [0.645, -0.477, 1.875], [-0.711, 0.069, -0.033], [0.077, -0.396, 0.206], [-0.163, -0.051, -0.017], [0.325, 0.146, -0.360], [-0.009, 0.611, -0.187], [-0.380, 0.491, -0.307], [0.393, -0.506, -0.582], [0.509, 3.748, 0.425], [-0.527, -1.173, -0.108], [0.927, -1.039, -0.069], [0.988, -0.915, -0.163], [0.086, 0.061, 0.115], [-0.103, 0.315, -0.081], [-0.275, 0.045, 0.121], [-1.082, 0.841, 0.105], [0.209, 0.291, 0.270], [-0.114, 0.064, 0.254], [0.218, -0.172, 0.186], [-0.113, -0.291, -0.329], [0.814, -0.594, 0.029], [0.475, 0.318, -0.052], [-0.651, -0.568, -0.242], [-1.253, -0.152, -2.178], [1.140, -0.136, 0.844], [-1.077, -0.216, -0.244], [-0.680, -1.084, 1.328], [0.503, 0.420, -0.474], [0.301, 0.255, -0.464], [-0.352, 0.099, -0.034], [0.360, -1.179, 0.186], [-1.228, 1.278, 0.178], [0.301, -0.602, -0.407], [0.028, 0.103, 0.052], [0.698, -0.405, 0.134], [-0.395, 0.388, -0.061], [-0.048, 0.214, -0.345], [0.670, -0.290, 0.704], [0.271, -0.748, 1.011], [0.794, 0.308, -0.728], [-0.869, -0.114, 0.202], [-0.104, 0.091, 0.024], [0.120, 0.009, -0.329], [-0.286, 0.215, -0.210], [-0.209, -0.343, -0.303], [0.028, 0.418, 0.653], [0.127, 0.165, -0.571], [0.797, -0.799, -0.560], [-0.867, -0.079, -0.105], [0.106, 0.380, 0.122], [-0.594, -0.130, 0.259], [0.315, 0.305, 0.384], [-0.047, 0.767, -0.245], [-0.241, -0.090, -0.211], [0.427, -0.165, 0.156], [0.637, -0.365, 0.223], [-0.417, -0.748, 0.176], [-0.311, 0.159, -0.886], [0.228, 0.233, 0.278], [-0.249, -0.325, 0.047], [0.341, 0.684, -0.005], [0.492, -0.337, 0.058], [-0.085, 0.012, 0.201], [0.249, 0.394, -0.117], [0.270, -0.228, -0.150], [0.212, 1.534, 0.043], [0.405, -0.355, -0.106], [-0.551, 0.503, -0.401], [-0.740, -0.491, 0.002], [0.114, -0.112, -0.031], [-0.076, 0.066, 0.198], [0.149, -0.294, -0.064], [0.409, -0.081, 0.281], [-0.044, -0.406, 0.557]],
  "lowdin_charge": [1.749, -0.384, -0.110, -0.269, -0.569, 0.143, 0.155, 0.140, -0.258, -0.070, 0.061, 0.075, 0.075, 0.109, 0.123, 0.159, -0.408, -0.129, -0.247, -0.545, 0.135, 0.135, 0.139, -0.276, -0.062, 0.082, 0.067, 0.080, 0.118, 0.116, 0.152, -0.440, -0.119, -0.276, -0.563, 0.133, 0.174, 0.120, -0.238, -0.053, 0.081, 0.071, 0.056, 0.115, 0.127, 0.161, -0.064, -0.238, -0.196, 0.072, 0.063, 0.087, 0.114, 0.111, 0.065, -0.052, -0.259, -0.175, 0.077, 0.067, 0.077, 0.117, 0.117, 0.106, -0.053, -0.235, -0.198, 0.076, 0.054, 0.089, 0.112, 0.109, 0.056, -0.064, -0.250, -0.175, 0.069, 0.071, 0.078, 0.118, 0.110, 0.111],
  "gap_ev": 9.33,
  "e_above_lowest_ev": 1.499,
  "e_lumo_ha": 0.0150,
  "homo_energy_ev": -8.92,
  "fmax_ha_per_bohr": 0.074
}